Formula: C17H37O9P2Tl
Source: OMol25
Level of theory: ωB97M-V/def2-TZVPD

Structure (ORCA input):
```
! wB97M-V def2-TZVPD RIJCOSX def2/J DEFGRID3
* xyz 0 1
Tl -0.027 0.333 -1.112
C -0.520 3.603 2.236
C 0.486 2.770 1.461
C 1.902 3.290 1.642
O 0.139 2.802 0.057
C 0.486 1.281 1.900
O 0.136 1.028 3.056
O 0.936 0.452 1.038
H -0.338 4.671 2.078
H -0.449 3.377 3.299
H -1.529 3.364 1.896
H 1.963 4.342 1.347
H 2.597 2.705 1.040
H 2.198 3.213 2.691
H 0.415 3.648 -0.309
C -1.558 -5.970 -1.680
C -1.554 -4.483 -1.971
C -0.331 -4.043 -2.753
O -1.722 -3.776 -0.708
P -0.620 -3.138 0.220
O 0.261 -2.127 -0.382
C -1.667 -2.538 1.560
P -2.796 -1.210 1.104
O -2.172 -0.107 0.354
O -3.987 -1.837 0.273
C -4.983 -2.735 0.826
C -4.824 -4.093 0.174
C -6.338 -2.119 0.554
O -3.378 -0.879 2.533
C -3.951 0.421 2.887
C -5.219 0.152 3.662
C -2.927 1.185 3.688
O 0.129 -4.415 0.776
C 1.201 -4.430 1.773
C 0.592 -4.711 3.131
C 2.056 -3.175 1.759
H -1.501 -6.529 -2.616
H -2.470 -6.260 -1.155
H -0.700 -6.231 -1.058
H -2.450 -4.215 -2.527
H 0.589 -4.306 -2.224
H -0.328 -2.966 -2.918
H -0.337 -4.552 -3.719
H -1.027 -2.091 2.327
H -2.227 -3.374 1.980
H -4.828 -2.817 1.904
H -5.010 -4.010 -0.899
H -5.540 -4.797 0.602
H -3.814 -4.480 0.314
H -6.489 -2.032 -0.525
H -6.408 -1.121 0.987
H -7.129 -2.743 0.973
H -4.181 0.958 1.963
H -4.982 -0.387 4.582
H -5.926 -0.442 3.083
H -5.696 1.098 3.927
H -2.748 0.683 4.644
H -3.297 2.193 3.889
H -1.974 1.259 3.166
H 1.808 -5.282 1.475
H 0.018 -3.851 3.487
H 1.384 -4.911 3.855
H -0.067 -5.580 3.087
H 1.492 -2.290 2.069
H 2.452 -2.973 0.764
H 2.887 -3.312 2.453
*
```

Summary:
E	-2202.5770	Ha
energy relative to the best compared isomer or geometry (same formula, charge and spin)	0.0	kcal per mole
E_LUMO	0.6	eV